The following is a DFT calculation (ωB97M-V with the def2-TZVPD basis set) of a cluster of 2 separate species, C2H9NO2 in total in a non-equilibrium geometry.

The SMILES is CNCO.O. The orbital gap comes out at 9.6 eV.

Last column: Mulliken charge in e.
Atoms and positions in Å:
1 O -0.84670 0.70581 1.61967  -0.508
2 O 0.24438 4.06010 -5.87707  -0.659
3 N 0.63898 -1.06027 1.32009  -0.266
4 C -0.20594 -0.33105 2.24729  -0.306
5 C 0.07517 -2.30668 1.03864  -0.923
6 H -0.99282 -2.20102 1.27147  0.310
7 H -0.93804 -1.01898 2.65372  0.346
8 H 0.57587 3.92891 -4.87987  0.332
9 H -0.23223 3.19861 -6.02846  0.327
10 H 0.47049 -3.15581 1.70234  0.216
11 H 0.43659 0.05466 3.14315  0.208
12 H -0.11630 -2.62589 0.04879  0.384
13 H 1.03023 -0.50189 0.54987  0.232
14 H -0.13968 1.25349 1.19037  0.307

The following is a DFT calculation (ωB97M-V with the def2-TZVPD basis set) of a cluster of 2 separate species, C2H9NO2 in total in a non-equilibrium geometry.

The SMILES is CNCO.O. The orbital gap comes out at 9.6 eV.

Last column: Mulliken charge in e.
Atoms and positions in Å:
1 O -0.26504 -1.00672 -1.48575  -0.513
2 O 2.84170 0.46312 -0.26078  -0.604
3 N -0.97328 0.59411 0.20679  -0.411
4 C -1.28886 -0.10156 -1.00401  -0.305
5 C -0.99206 -0.23788 1.42897  -0.783
6 H 3.18530 0.93728 0.49613  0.310
7 H -0.13679 0.03958 2.03464  0.331
8 H -1.40028 0.66077 -1.77794  0.256
9 H -0.83854 -1.29533 1.19122  0.292
10 H -0.07246 1.03124 0.12022  0.275
11 H 0.56074 -0.81075 -1.02367  0.284
12 H 3.49176 0.57612 -0.95915  0.307
13 H -2.16997 -0.72798 -0.90828  0.310
14 H -1.94222 -0.12198 1.94159  0.254

The following is a DFT calculation (ωB97M-V with the def2-TZVPD basis set) of a cluster of 2 separate species, C2H9NO2 in total in a non-equilibrium geometry.

The SMILES is NCCO.O. The orbital gap comes out at 9.7 eV.

Last column: Mulliken charge in e.
Atoms and positions in Å:
1 O -4.54801 0.44487 1.78730  -0.609
2 O 2.38868 1.04356 -1.50503  -0.482
3 N 0.46483 -1.35371 -0.68635  -0.515
4 C 1.57567 0.97956 -0.39320  -0.510
5 C 1.27732 -0.51324 0.20988  -0.491
6 H -5.27770 -0.18506 1.85723  0.317
7 H -0.43420 -1.71531 -0.37632  0.224
8 H 0.79645 -0.54212 1.19052  0.337
9 H 0.31989 -0.86556 -1.59851  0.220
10 H 2.33673 -1.07461 0.24387  0.208
11 H 2.85175 0.12685 -1.57107  0.321
12 H -4.91614 0.93171 1.13391  0.292
13 H 0.68620 1.42151 -0.61456  0.418
14 H 2.47852 1.30156 0.32235  0.270

The following is a DFT calculation (ωB97M-V with the def2-TZVPD basis set) of a cluster of 3 separate species, C2H9NO3 in total.

The SMILES is NCC=O.O.O. The orbital gap comes out at 10.7 eV.

Last column: Mulliken charge in e.
Atoms and positions in Å:
1 O 3.16180 1.27011 -0.37842  -0.626
2 O -2.77169 -2.11387 -0.82210  -0.659
3 O 0.30440 1.83267 -0.43074  -0.541
4 N -0.79558 -1.00558 1.27317  -0.601
5 C -0.15222 0.72061 -0.38860  0.064
6 C 0.32719 -0.30433 0.60804  -0.429
7 H -0.45624 -1.89047 1.63084  0.257
8 H -0.83684 0.33124 -1.15776  0.339
9 H 1.01614 0.14233 1.32287  0.324
10 H -2.27286 -1.82368 -0.03456  0.385
11 H -3.23356 -2.90335 -0.49387  0.321
12 H 0.84539 -1.06345 0.01852  0.298
13 H 3.72780 1.96213 -0.73577  0.304
14 H 2.28316 1.67672 -0.41553  0.353
15 H -1.11316 -0.47479 2.08261  0.209

> orbital gap of number 3 (C2H9NO2)?

9.7 eV

> Which value of orbital gap does entry 1 give?

9.6 eV

> What is the orbital gap in the third record?

9.7 eV

> What is the formula in the second record?

C2H9NO2